(1)
{"formula": "C30H75F2N6NiO14S2", "method": "ωB97M-V/def2-TZVPD", "spin_multiplicity": 3, "lumo_energy_ev": [-4.79, -6.57], "e_above_lowest_ev": 0.000, "total_charge": 1, "homo_energy_ev": [-9.253, -9.253], "s2": 2.00, "gap_ev": [4.459, 2.684], "species": ["Ni", "N", "S", "O", "O", "F", "S", "O", "O", "F", "C", "O", "C", "C", "N", "C", "C", "O", "C", "H", "H", "H", "H", "H", "H", "H", "H", "H", "H", "H", "H", "H", "H", "H", "C", "O", "C", "C", "N", "C", "C", "O", "C", "H", "H", "H", "H", "H", "H", "H", "H", "H", "H", "H", "H", "H", "H", "H", "C", "O", "C", "C", "N", "C", "C", "O", "C", "H", "H", "H", "H", "H", "H", "H", "H", "H", "H", "H", "H", "H", "H", "H", "C", "O", "C", "C", "N", "C", "C", "O", "C", "H", "H", "H", "H", "H", "H", "H", "H", "H", "H", "H", "H", "H", "H", "H", "C", "O", "C", "C", "N", "C", "C", "O", "C", "H", "H", "H", "H", "H", "H", "H", "H", "H", "H", "H", "H", "H", "H", "H"], "positions_angstrom": [[-1.138, 4.183, 2.086], [-0.895, 2.481, 1.203], [-1.582, 0.992, 1.320], [-0.894, 0.075, 2.220], [-2.238, 0.376, 0.214], [-2.776, 1.546, 2.328], [0.120, 1.916, -0.001], [-0.597, 1.600, -1.217], [1.280, 1.152, 0.497], [0.797, 3.380, -0.247], [-0.449, -4.836, -8.059], [-0.467, -4.015, -6.906], [0.328, -4.544, -5.800], [0.113, -3.739, -4.506], [0.238, -2.308, -4.732], [-0.111, -1.680, -3.409], [-1.513, -1.079, -3.504], [-2.459, -2.090, -3.702], [-3.222, -2.541, -2.542], [-0.816, -4.102, -8.777], [-1.224, -5.602, -8.082], [0.421, -5.271, -8.551], [1.388, -4.724, -5.979], [-0.013, -5.564, -5.625], [0.621, -4.228, -3.675], [-0.924, -3.937, -4.237], [-0.484, -2.216, -5.432], [0.452, -0.776, -3.177], [0.065, -2.391, -2.603], [-1.515, -0.384, -4.343], [-1.553, -0.456, -2.610], [-3.665, -1.687, -2.030], [-2.426, -2.953, -1.921], [-3.954, -3.338, -2.666], [4.153, 3.811, -1.658], [3.745, 3.094, -2.722], [3.059, 3.805, -3.856], [3.641, 3.213, -5.173], [2.768, 3.661, -6.164], [3.153, 3.036, -7.445], [2.246, 3.310, -8.634], [2.288, 4.636, -9.235], [1.281, 4.977, -10.162], [3.388, 4.303, -1.057], [4.848, 4.560, -2.039], [4.797, 3.264, -0.970], [3.334, 4.860, -3.856], [1.986, 3.660, -3.733], [3.594, 2.128, -5.082], [4.632, 3.665, -5.202], [2.626, 4.660, -6.116], [3.067, 1.959, -7.296], [4.173, 3.324, -7.696], [1.222, 2.964, -8.490], [2.567, 2.763, -9.520], [1.014, 4.188, -10.865], [1.550, 5.765, -10.866], [0.304, 5.251, -9.764], [2.150, -2.339, 1.508], [2.021, -3.645, 1.023], [2.632, -3.788, -0.235], [2.155, -5.214, -0.645], [0.843, -5.451, -1.215], [-0.353, -5.200, -0.445], [-0.819, -6.248, 0.588], [-1.837, -6.953, -0.003], [-2.241, -8.285, 0.471], [3.165, -1.978, 1.346], [2.093, -2.340, 2.597], [1.328, -1.669, 1.255], [3.701, -3.615, -0.106], [2.440, -2.942, -0.896], [2.265, -5.898, 0.196], [2.882, -5.414, -1.432], [0.769, -6.434, -1.432], [-1.217, -5.166, -1.109], [-0.153, -4.283, 0.109], [-1.250, -5.687, 1.417], [-0.096, -6.978, 0.951], [-2.819, -9.054, -0.041], [-2.850, -8.105, 1.357], [-1.364, -8.812, 0.848], [-2.185, 4.804, -1.081], [-1.235, 5.171, -0.063], [-0.792, 6.506, 0.021], [0.197, 6.549, 1.194], [-0.382, 6.094, 2.425], [0.720, 6.007, 3.383], [1.786, 4.969, 3.155], [1.028, 3.833, 2.700], [1.836, 2.668, 3.118], [-2.047, 5.291, -2.047], [-3.232, 5.041, -0.889], [-2.054, 3.723, -1.128], [-1.739, 7.040, 0.107], [-0.399, 6.906, -0.913], [0.588, 7.565, 1.241], [0.955, 5.874, 0.798], [-0.922, 6.880, 2.758], [0.323, 5.569, 4.299], [0.962, 7.059, 3.530], [2.286, 5.078, 4.118], [2.460, 5.340, 2.383], [2.731, 2.554, 2.506], [1.239, 1.757, 3.095], [2.293, 2.556, 4.101], [-1.648, 0.131, 5.247], [-1.709, 0.196, 6.624], [-3.013, 0.656, 7.080], [-2.982, 0.326, 8.558], [-2.858, -1.030, 8.941], [-2.685, -1.247, 10.397], [-2.913, -2.728, 10.664], [-1.703, -3.372, 10.290], [-1.682, -4.819, 10.271], [-2.501, -0.463, 4.920], [-0.757, -0.460, 5.035], [-1.700, 1.075, 4.704], [-3.935, 0.217, 6.698], [-3.125, 1.704, 6.804], [-3.781, 0.872, 9.060], [-2.048, 0.622, 9.037], [-2.255, -1.553, 8.322], [-3.394, -0.666, 10.986], [-1.648, -1.042, 10.664], [-3.831, -3.168, 10.273], [-3.033, -2.880, 11.736], [-1.030, -5.274, 9.526], [-2.683, -5.233, 10.143], [-1.291, -5.299, 11.169]]}

---

(2)
{"formula": "C30H75F4KN2O28P5S4", "method": "ωB97M-V/def2-TZVPD", "lumo_energy_ev": -0.94, "e_above_lowest_ev": 9.773, "total_charge": -1, "homo_energy_ev": -5.780, "gap_ev": 4.843, "species": ["K", "N", "S", "O", "O", "F", "S", "O", "O", "F", "N", "S", "O", "O", "F", "S", "O", "O", "F", "C", "C", "O", "P", "O", "O", "C", "C", "O", "C", "C", "H", "H", "H", "H", "H", "H", "H", "H", "H", "H", "H", "H", "H", "H", "H", "C", "C", "O", "P", "O", "O", "C", "C", "O", "C", "C", "H", "H", "H", "H", "H", "H", "H", "H", "H", "H", "H", "H", "H", "H", "H", "C", "C", "O", "P", "O", "O", "C", "C", "O", "C", "C", "H", "H", "H", "H", "H", "H", "H", "H", "H", "H", "H", "H", "H", "H", "H", "C", "C", "O", "P", "O", "O", "C", "C", "O", "C", "C", "H", "H", "H", "H", "H", "H", "H", "H", "H", "H", "H", "H", "H", "H", "H", "C", "C", "O", "P", "O", "O", "C", "C", "O", "C", "C", "H", "H", "H", "H", "H", "H", "H", "H", "H", "H", "H", "H", "H", "H", "H"], "positions_angstrom": [[-1.707, -5.924, 2.603], [-1.733, -2.282, 0.323], [-2.964, -1.400, 0.274], [-3.474, -0.988, -1.024], [-3.159, -0.439, 1.412], [-4.015, -2.515, 0.619], [-0.689, -1.050, 0.077], [-0.457, -0.104, 1.158], [-0.649, -0.501, -1.296], [0.551, -2.105, 0.160], [1.349, 7.703, 0.834], [1.208, 6.166, 1.683], [0.025, 5.906, 2.464], [2.529, 5.659, 2.171], [0.934, 5.195, 0.390], [0.653, 8.433, 1.981], [1.246, 8.551, 3.352], [-0.793, 8.554, 1.854], [1.170, 9.841, 1.472], [-3.766, -1.297, 10.909], [-3.932, -2.408, 9.861], [-5.014, -2.122, 9.072], [-4.729, -1.668, 7.528], [-4.039, -2.694, 6.657], [-6.178, -1.110, 7.073], [-6.512, -0.965, 5.705], [-8.017, -1.386, 5.549], [-3.981, -0.248, 7.703], [-3.397, 0.406, 6.580], [-2.251, 1.339, 7.016], [-4.631, -1.403, 11.563], [-2.914, -1.213, 11.583], [-3.969, -0.314, 10.482], [-2.965, -2.560, 9.383], [-4.057, -3.436, 10.202], [-6.210, 0.045, 5.429], [-6.060, -1.579, 4.926], [-8.624, -1.277, 6.447], [-8.534, -1.045, 4.651], [-8.026, -2.476, 5.530], [-3.000, -0.401, 5.964], [-4.046, 0.978, 5.917], [-1.545, 1.144, 6.209], [-2.538, 2.388, 7.097], [-1.669, 1.059, 7.894], [6.485, -0.983, -2.313], [6.648, -0.137, -1.094], [8.041, 0.290, -1.032], [8.484, 1.476, -0.064], [8.056, 2.866, -0.397], [7.961, 1.025, 1.431], [8.573, 1.531, 2.649], [7.520, 1.482, 3.810], [10.111, 1.276, 0.137], [10.707, -0.058, -0.114], [11.267, -0.191, -1.556], [6.431, -0.256, -3.123], [7.296, -1.678, -2.530], [5.539, -1.524, -2.291], [6.088, 0.788, -1.232], [6.171, -0.655, -0.261], [9.446, 0.927, 2.897], [8.793, 2.584, 2.471], [7.671, 2.264, 4.554], [6.526, 1.678, 3.409], [7.542, 0.562, 4.394], [11.459, -0.309, 0.634], [9.918, -0.786, 0.072], [11.628, -1.206, -1.715], [10.371, -0.046, -2.160], [12.069, 0.523, -1.744], [7.370, -5.419, 1.018], [6.141, -5.056, 1.859], [5.938, -6.103, 2.786], [4.711, -6.013, 3.814], [3.349, -6.299, 3.246], [4.877, -4.508, 4.475], [4.316, -4.207, 5.732], [3.094, -3.376, 5.439], [5.252, -7.082, 4.978], [5.140, -8.479, 4.787], [3.843, -8.858, 5.653], [7.648, -4.576, 0.385], [8.189, -5.521, 1.730], [7.263, -6.291, 0.372], [6.316, -4.105, 2.362], [5.301, -4.793, 1.216], [4.047, -5.154, 6.199], [5.043, -3.645, 6.318], [2.344, -4.005, 4.961], [2.500, -3.084, 6.306], [3.312, -2.466, 4.880], [5.161, -8.749, 3.731], [6.028, -8.988, 5.160], [2.987, -8.535, 5.060], [3.734, -9.918, 5.880], [3.872, -8.225, 6.539], [-1.092, -3.609, -10.489], [-1.955, -4.694, -9.824], [-2.927, -4.002, -9.002], [-2.444, -3.324, -7.639], [-1.635, -4.138, -6.754], [-3.711, -2.677, -6.934], [-4.585, -3.453, -6.159], [-5.515, -4.338, -7.014], [-1.694, -2.066, -8.222], [-1.093, -1.138, -7.370], [0.382, -1.522, -7.062], [-0.486, -4.222, -11.157], [-1.707, -2.971, -11.123], [-0.434, -2.975, -9.895], [-2.587, -5.263, -10.505], [-1.314, -5.437, -9.350], [-3.949, -4.002, -5.465], [-5.121, -2.757, -5.513], [-6.187, -4.823, -6.306], [-6.129, -3.675, -7.623], [-4.931, -5.046, -7.602], [-1.123, -0.168, -7.867], [-1.813, -1.029, -6.560], [0.342, -2.324, -6.325], [1.014, -1.709, -7.930], [0.928, -0.733, -6.546], [-5.768, 10.055, -7.505], [-5.029, 8.961, -6.684], [-6.033, 8.347, -5.878], [-5.607, 7.554, -4.510], [-4.294, 8.009, -4.049], [-6.927, 7.643, -3.522], [-8.036, 8.519, -3.649], [-9.251, 7.848, -2.977], [-5.579, 5.982, -4.931], [-5.212, 5.047, -3.925], [-3.809, 5.168, -3.262], [-6.430, 9.636, -8.263], [-6.292, 10.762, -6.862], [-5.115, 10.660, -8.134], [-4.571, 8.189, -7.303], [-4.152, 9.330, -6.152], [-7.791, 9.526, -3.313], [-8.114, 8.803, -4.698], [-9.772, 7.169, -3.652], [-8.893, 7.295, -2.109], [-9.991, 8.598, -2.699], [-5.917, 5.037, -3.093], [-5.307, 4.078, -4.415], [-3.048, 4.993, -4.022], [-3.610, 6.105, -2.743], [-3.679, 4.330, -2.576]]}

---

(3)
{"formula": "C30H76N2O25S8", "method": "ωB97M-V/def2-TZVPD", "smiles": "CCOS(C)(=O)=O.CCOS(C)(=O)=O.CCOS(C)(=O)=O.CCOS(C)(=O)=O.CCOS(C)(=O)=O.CCOS(C)(=O)=O.CCOS(C)(=O)=O.CCOS(C)(=O)=O.CC#N.CC#N.CCO", "lumo_energy_ev": 0.17, "e_above_lowest_ev": 4.033, "homo_energy_ev": -9.705, "gap_ev": 9.880, "species": ["C", "C", "O", "S", "C", "O", "O", "H", "H", "H", "H", "H", "H", "H", "H", "C", "C", "O", "S", "C", "O", "O", "H", "H", "H", "H", "H", "H", "H", "H", "C", "C", "O", "S", "C", "O", "O", "H", "H", "H", "H", "H", "H", "H", "H", "C", "C", "O", "S", "C", "O", "O", "H", "H", "H", "H", "H", "H", "H", "H", "C", "C", "O", "S", "C", "O", "O", "H", "H", "H", "H", "H", "H", "H", "H", "C", "C", "O", "S", "C", "O", "O", "H", "H", "H", "H", "H", "H", "H", "H", "C", "C", "O", "S", "C", "O", "O", "H", "H", "H", "H", "H", "H", "H", "H", "C", "C", "O", "S", "C", "O", "O", "H", "H", "H", "H", "H", "H", "H", "H", "C", "C", "N", "H", "H", "H", "C", "C", "N", "H", "H", "H", "C", "C", "O", "H", "H", "H", "H", "H", "H"], "positions_angstrom": [[12.756, -13.961, 7.527], [12.266, -13.290, 6.243], [12.350, -14.269, 5.190], [10.936, -14.754, 4.514], [11.726, -15.808, 3.196], [10.159, -15.561, 5.450], [10.430, -13.558, 3.870], [12.126, -14.834, 7.700], [12.679, -13.239, 8.340], [13.764, -14.373, 7.487], [11.307, -12.771, 6.245], [13.077, -12.591, 6.039], [12.632, -15.279, 2.900], [10.968, -15.935, 2.422], [12.063, -16.745, 3.637], [7.683, -21.061, -6.862], [7.747, -20.034, -5.709], [9.130, -19.819, -5.508], [9.740, -19.377, -4.039], [9.254, -20.857, -3.064], [11.231, -19.349, -4.149], [8.888, -18.267, -3.617], [8.363, -20.753, -7.657], [6.720, -21.098, -7.371], [8.052, -22.060, -6.634], [7.310, -19.098, -6.056], [7.214, -20.465, -4.862], [9.679, -21.759, -3.504], [8.167, -20.836, -2.991], [9.775, -20.735, -2.114], [5.974, -24.751, 1.237], [7.171, -24.650, 0.232], [8.052, -23.545, 0.700], [9.416, -23.385, -0.215], [10.078, -25.077, 0.052], [9.027, -23.218, -1.649], [10.250, -22.366, 0.417], [5.561, -23.756, 1.399], [6.170, -25.091, 2.254], [5.126, -25.344, 0.892], [7.496, -25.681, 0.093], [6.827, -24.273, -0.732], [9.899, -25.334, 1.096], [11.167, -25.049, 0.011], [9.703, -25.687, -0.771], [13.978, -18.888, 2.011], [14.997, -17.996, 2.763], [14.787, -16.603, 2.556], [15.993, -15.534, 3.123], [15.624, -15.664, 4.931], [17.357, -16.121, 2.943], [15.646, -14.219, 2.678], [13.941, -19.940, 2.295], [14.150, -18.882, 0.935], [12.956, -18.602, 2.259], [14.936, -18.215, 3.829], [16.000, -18.255, 2.424], [16.247, -14.874, 5.350], [15.793, -16.698, 5.232], [14.562, -15.450, 5.054], [9.876, -20.255, 3.937], [8.871, -19.084, 4.240], [9.299, -18.022, 3.392], [8.073, -17.184, 2.550], [7.242, -16.297, 3.983], [8.689, -16.121, 1.761], [7.181, -18.173, 1.893], [10.915, -19.991, 3.743], [9.423, -20.911, 3.194], [9.933, -20.885, 4.825], [7.838, -19.384, 4.062], [8.950, -18.709, 5.260], [7.327, -16.876, 4.903], [6.209, -16.033, 3.758], [7.952, -15.484, 4.139], [6.653, -20.616, -0.298], [5.434, -19.850, -0.811], [5.812, -19.600, -2.180], [4.640, -19.124, -3.272], [5.410, -17.565, -3.920], [4.665, -20.071, -4.360], [3.405, -18.762, -2.588], [7.616, -20.366, -0.742], [6.493, -21.667, -0.537], [6.629, -20.554, 0.790], [4.493, -20.374, -0.644], [5.184, -18.908, -0.323], [4.816, -17.122, -4.720], [6.442, -17.768, -4.207], [5.328, -16.843, -3.108], [13.978, -17.669, -3.936], [15.159, -17.387, -3.022], [15.272, -18.400, -2.043], [16.853, -18.738, -1.577], [17.407, -19.676, -3.182], [17.621, -17.462, -1.530], [16.753, -19.659, -0.429], [14.060, -16.958, -4.758], [12.998, -17.377, -3.559], [13.919, -18.708, -4.259], [16.094, -17.268, -3.569], [15.063, -16.425, -2.519], [17.135, -20.720, -3.024], [18.475, -19.479, -3.279], [16.832, -19.341, -4.044], [14.629, -10.496, -1.144], [13.747, -11.426, -2.051], [12.766, -11.957, -1.156], [12.348, -13.593, -1.251], [13.846, -14.125, -0.292], [11.129, -13.697, -0.438], [12.435, -14.114, -2.624], [15.630, -10.408, -1.567], [14.855, -10.936, -0.173], [14.174, -9.540, -0.886], [13.135, -10.967, -2.828], [14.325, -12.214, -2.533], [14.797, -13.931, -0.788], [13.682, -15.195, -0.162], [13.748, -13.496, 0.593], [7.521, -15.395, -1.249], [6.488, -15.743, -0.206], [5.660, -15.964, 0.529], [7.927, -16.390, -1.429], [8.272, -14.686, -0.903], [6.975, -14.985, -2.099], [13.570, -20.886, -2.148], [13.244, -22.294, -2.051], [13.027, -23.434, -2.002], [12.702, -20.265, -2.369], [14.466, -20.697, -2.740], [13.771, -20.485, -1.155], [11.500, -17.398, -0.480], [10.605, -18.556, -0.007], [11.262, -19.818, 0.060], [11.049, -16.463, -0.147], [11.476, -17.532, -1.562], [12.501, -17.428, -0.052], [9.615, -18.561, -0.464], [10.355, -18.415, 1.045], [10.714, -20.443, 0.540]]}

---

For reference, total energy by record: -138057.580 -209624.265 -173183.671 eV.